Molecular formula: C36H29BFN8O9Ru
Method: DFT, the ωB97M-V functional and the def2-TZVPD basis

Each line ends with the Mulliken charge.
Positions of all 85 atoms, in Å:
Ru  0.435  0.384  0.450  0.82
C  -3.545  2.296  0.723  -1.09
C  -3.612  2.712  2.044  -0.64
C  -2.721  2.187  2.964  -0.93
C  -1.767  1.266  2.529  0.20
N  -1.713  0.882  1.250  0.75
C  -2.574  1.371  0.373  -0.16
C  -0.759  0.633  3.399  0.99
C  -0.592  0.921  4.753  -0.97
C  0.389  0.242  5.459  -0.87
C  1.153  -0.719  4.822  -0.77
C  0.933  -0.957  3.460  0.75
N  0.005  -0.280  2.795  0.17
C  1.686  -1.953  2.679  0.92
C  2.841  -2.580  3.152  -1.01
C  3.463  -3.524  2.354  -0.75
C  2.925  -3.815  1.111  -0.90
C  1.795  -3.118  0.712  0.15
N  1.194  -2.218  1.468  0.22
H  -4.214  2.693  -0.024  0.49
H  -4.332  3.454  2.353  0.43
H  -2.758  2.509  3.993  0.37
H  -2.462  1.021  -0.647  0.77
H  -1.193  1.666  5.248  0.39
H  0.569  0.468  6.498  0.43
H  1.916  -1.250  5.367  0.34
H  3.263  -2.319  4.108  0.36
H  4.356  -4.025  2.694  0.43
H  3.383  -4.539  0.457  0.41
H  1.354  -3.289  -0.260  0.30
C  -4.407  -1.366  -1.351  -1.02
O  -3.715  -0.705  -2.385  0.08
C  -4.138  -0.864  -3.671  0.93
C  -5.355  -1.429  -4.022  -0.66
C  -5.763  -1.483  -5.345  -0.72
C  -4.970  -0.941  -6.341  -0.76
C  -3.743  -0.396  -6.012  -0.52
C  -3.291  -0.376  -4.695  0.03
N  -2.035  0.161  -4.410  0.09
C  -1.216  -0.249  -3.420  -0.82
C  -1.289  -1.543  -2.856  0.34
C  -1.701  -2.680  -3.570  -0.41
C  -1.834  -3.906  -2.948  -0.94
C  -1.580  -4.037  -1.586  -0.77
C  -1.141  -2.949  -0.855  -0.18
C  -0.960  -1.694  -1.460  -0.05
O  -0.659  -0.648  -0.773  -0.19
H  -3.775  -1.269  -0.467  0.13
H  -4.546  -2.427  -1.579  0.51
H  -5.380  -0.902  -1.153  0.37
H  -6.011  -1.810  -3.254  0.44
H  -6.713  -1.933  -5.585  0.42
H  -5.306  -0.947  -7.365  0.40
H  -3.107  0.006  -6.785  0.43
H  -1.763  0.974  -4.949  0.37
H  -0.518  0.474  -3.015  0.80
H  -1.898  -2.586  -4.628  0.58
H  -2.144  -4.765  -3.523  0.44
H  -1.730  -4.989  -1.096  0.47
H  -0.953  -3.019  0.206  0.60
B  4.759  -0.466  0.364  0.24
C  3.293  -0.419  -0.044  0.00
N  2.146  -0.394  -0.234  -0.62
H  5.265  -1.455  -0.055  -0.17
H  4.685  -0.487  1.563  -0.06
H  5.302  0.547  0.043  -0.17
O  5.939  5.504  -0.355  -0.65
N  5.870  4.955  0.726  1.06
O  6.701  5.055  1.605  -0.65
C  4.740  4.112  0.973  -0.85
C  4.598  3.477  2.200  -0.47
C  3.567  2.580  2.383  -0.68
C  2.616  2.251  1.347  0.62
O  1.695  1.433  1.623  0.01
C  2.770  2.996  0.125  0.52
C  3.812  3.893  -0.038  -0.19
N  1.884  2.920  -1.001  1.02
O  1.682  3.959  -1.596  -0.63
O  1.450  1.838  -1.389  -0.54
N  3.486  1.922  3.641  0.74
O  2.975  0.811  3.696  -0.29
O  3.958  2.491  4.614  -0.68
H  5.299  3.668  3.000  0.60
H  3.906  4.418  -0.979  0.61
F  -0.172  2.574  0.400  -0.74

Its gap between HOMO and LUMO (alpha / beta) is 0.2334 / 0.2318 Eh. Its multiplicity is 2. The value obtained for the LUMO energy (alpha / beta) is -1.748 / -1.760 eV. The expectation value of S² is 0.972. The calculation puts the molecular weight at 848.56 g mol⁻¹. The electronic energy comes out at -2723.69323 hartree. The largest force on an atom is 2.9 eV Å⁻¹.

Molecular formula: C36H29BrN3O4PPd
Method: DFT, the ωB97M-V functional and the def2-TZVPD basis

Each line ends with the Mulliken charge.
Positions of all 75 atoms, in Å:
Pd  0.301  -1.005  -0.505  0.48
C  -0.884  -5.349  -1.203  -1.39
C  -0.835  -3.959  -0.622  1.03
O  0.229  -3.349  -0.674  -0.62
C  -2.074  -3.435  -0.033  -1.00
C  -2.133  -2.385  0.806  0.21
C  -3.383  -1.911  1.473  -1.40
N  -0.977  -1.651  1.071  1.45
N  -0.563  -1.642  2.317  -0.98
C  0.724  -1.222  2.409  0.54
O  1.468  -0.993  1.423  -1.04
C  1.251  -1.017  3.782  0.33
C  0.435  -1.162  4.902  -0.21
C  0.941  -0.903  6.165  -0.71
C  2.262  -0.502  6.319  -0.38
C  3.079  -0.364  5.204  -0.66
C  2.575  -0.619  3.939  -0.41
H  -0.049  -5.924  -0.805  0.35
H  -1.820  -5.862  -0.994  0.40
H  -0.745  -5.276  -2.283  0.30
H  -2.982  -3.985  -0.239  0.37
H  -4.213  -2.594  1.307  0.47
H  -3.202  -1.799  2.543  0.29
H  -3.645  -0.928  1.075  0.23
H  -0.592  -1.472  4.767  0.49
H  0.304  -1.014  7.034  0.40
H  2.655  -0.300  7.307  0.41
H  4.110  -0.056  5.323  0.41
H  3.191  -0.507  3.057  0.43
C  -2.593  4.143  -2.428  -0.51
C  -2.363  2.850  -2.873  -0.60
C  -1.498  2.017  -2.176  -0.59
C  -0.851  2.487  -1.035  0.29
C  -1.098  3.782  -0.581  -0.58
C  -1.965  4.608  -1.279  -0.72
P  0.314  1.379  -0.194  2.52
C  0.188  1.866  1.549  0.11
C  1.259  2.382  2.270  -0.39
C  1.113  2.672  3.621  -0.81
C  -0.098  2.446  4.256  -0.49
C  -1.171  1.929  3.540  -0.80
C  -1.028  1.636  2.194  -0.35
C  1.959  1.944  -0.725  0.48
C  2.278  3.265  -1.064  -0.07
C  3.564  3.592  -1.464  -0.74
C  4.555  2.619  -1.537  -0.40
C  4.267  1.295  -1.211  -1.21
C  2.980  1.034  -0.825  -0.10
H  -3.271  4.789  -2.970  0.38
H  -2.865  2.483  -3.759  0.46
H  -1.335  0.997  -2.501  0.18
H  -0.624  4.137  0.326  0.50
H  -2.154  5.613  -0.925  0.41
H  2.212  2.546  1.783  0.41
H  1.953  3.063  4.179  0.42
H  -0.205  2.660  5.311  0.43
H  -2.115  1.741  4.034  0.42
H  -1.861  1.217  1.640  0.40
H  1.511  4.030  -1.028  0.38
H  3.797  4.615  -1.730  0.41
H  5.554  2.888  -1.856  0.38
H  5.021  0.521  -1.273  0.46
Br  -3.777  -3.259  -6.548  -0.19
C  -2.039  -2.709  -6.041  -0.06
C  -1.009  -2.747  -6.969  -0.14
N  0.233  -2.378  -6.674  -0.64
C  0.481  -1.962  -5.435  -0.11
C  -0.492  -1.888  -4.446  0.00
C  -1.789  -2.269  -4.757  -0.35
C  -0.149  -1.417  -3.066  1.28
O  1.043  -1.207  -2.766  -0.81
O  -1.103  -1.252  -2.243  -0.82
H  -1.196  -3.087  -7.981  0.38
H  1.498  -1.670  -5.202  0.49
H  -2.563  -2.216  -4.004  0.52

Its gap between HOMO and LUMO (alpha / beta) is 0.2841 / 0.3065 Eh. Its multiplicity is 5. The value obtained for the LUMO energy (alpha / beta) is 0.331 / -0.809 eV. The expectation value of S² is 6.027. The calculation puts the molecular weight at 784.94 g mol⁻¹. The electronic energy comes out at -4897.63171 hartree. The largest force on an atom is 0.5 eV Å⁻¹. The calculation puts the energy above the lowest of the compared OMol25 structures with the same formula, charge and spin at 0.00 kcal/mol.

Molecular formula: C36H29Co2O6PS2
Method: DFT, the ωB97M-V functional and the def2-TZVPD basis

Each line ends with the Mulliken charge.
Positions of all 76 atoms, in Å:
C  6.395  -0.799  2.493  -1.50
C  6.495  -0.715  0.983  0.42
C  7.354  0.441  0.556  -1.25
O  5.095  -0.571  0.529  -0.30
C  4.886  -0.712  -0.793  0.37
S  3.371  0.084  -1.364  -0.13
S  5.967  -1.331  -1.852  -0.33
H  7.397  -0.931  2.920  0.41
H  5.962  0.121  2.907  0.33
H  5.771  -1.639  2.811  0.35
H  6.893  -1.659  0.582  0.38
H  8.334  0.349  1.037  0.39
H  7.504  0.470  -0.528  0.33
H  6.899  1.383  0.889  0.31
O  2.569  -2.071  -2.735  -0.52
C  2.289  -1.195  -1.975  -0.08
Co  0.375  -0.744  -1.175  0.38
C  0.937  -1.706  0.157  0.07
O  1.432  -2.248  1.059  -0.45
C  0.787  0.891  -0.751  0.66
O  1.145  1.959  -0.455  -0.47
C  -1.090  -0.671  -2.199  -0.58
C  -0.389  -1.862  -2.330  1.11
C  -0.326  -3.058  -2.955  -1.49
C  0.087  -4.210  -2.200  1.09
C  0.724  -5.320  -2.818  -0.75
C  1.309  -6.311  -2.038  -0.31
C  1.226  -6.250  -0.634  -0.58
C  0.506  -5.219  -0.020  -0.36
C  -0.101  -4.245  -0.799  -0.32
Co  -2.009  -0.724  -0.505  0.18
C  -2.042  -1.684  0.940  0.21
O  -2.104  -2.312  1.918  -0.61
C  -3.489  -0.874  -1.386  -0.31
O  -4.434  -0.944  -2.062  -0.57
P  -2.273  1.199  0.257  1.65
C  -1.344  1.763  1.741  0.20
C  -1.691  2.980  2.348  -0.48
C  -1.001  3.422  3.479  -0.71
C  0.005  2.625  4.036  -0.51
C  0.324  1.392  3.463  -0.78
C  -0.342  0.966  2.309  -0.09
C  -1.982  2.491  -1.024  0.27
C  -1.185  3.617  -0.794  -0.61
C  -0.936  4.522  -1.829  -0.59
C  -1.448  4.279  -3.108  -0.61
C  -2.264  3.169  -3.340  -0.69
C  -2.557  2.295  -2.288  -0.67
C  -3.995  1.580  0.807  0.29
C  -4.749  2.619  0.248  -0.02
C  -6.040  2.881  0.717  -0.68
C  -6.578  2.105  1.748  -0.46
C  -5.830  1.064  2.311  -0.67
C  -4.542  0.801  1.839  -0.41
H  -1.471  -0.024  -2.979  0.56
H  -0.565  -3.154  -4.017  0.16
H  0.767  -5.349  -3.912  0.30
H  1.825  -7.148  -2.514  0.33
H  1.688  -7.022  -0.019  0.33
H  0.388  -5.186  1.065  0.38
H  -0.789  -3.521  -0.347  0.34
H  -2.499  3.581  1.928  0.50
H  -1.257  4.386  3.920  0.36
H  0.546  2.969  4.917  0.35
H  1.097  0.758  3.902  0.44
H  -0.085  0.004  1.854  -0.17
H  -0.767  3.794  0.194  0.45
H  -0.338  5.412  -1.626  0.35
H  -1.225  4.968  -3.924  0.32
H  -2.668  2.960  -4.333  0.39
H  -3.213  1.440  -2.461  0.43
H  -4.330  3.224  -0.554  0.25
H  -6.615  3.694  0.272  0.38
H  -7.582  2.313  2.118  0.33
H  -6.246  0.454  3.115  0.38
H  -3.960  -0.015  2.273  0.33

Its gap between HOMO and LUMO is 0.1730 Eh. The value obtained for the LUMO energy is 4.166 eV. The calculation puts the molecular weight at 770.60 g mol⁻¹. The electronic energy comes out at -5743.83136 hartree. The largest force on an atom is 3.9 eV Å⁻¹. The net charge is -2. The calculation puts the energy above the lowest of the compared OMol25 structures with the same formula, charge and spin at 0.00 kcal/mol.